Entry 1:
The following is a quantum chemistry calculation of a cluster of 3 separate species, H5O3 in total, from OMol25.

**Strongest force on any atom**: 0.67 eV Å⁻¹
**Total energy**: -228.748924 a.u.
**Charge**: -1
**E_HOMO**: -3.94 eV
**LUMO energy**: 0.1857 hartree
**Kohn-Sham gap**: 8.9948 eV
**Relative energy (zero: lowest compared OMol25 entry of this formula, charge and spin)**: 0.055 eV

CARTESIAN COORDINATES (ANGSTROEM)
O 0.9569 0.0623 -0.7387
H 1.8581 0.3768 -0.8325
O 0.2824 -1.5711 1.2700
H -0.2880 -0.9399 1.7199
H 0.4992 -1.0437 0.4497
O -1.2343 1.3357 -0.3512
H -1.7718 0.8319 -0.9752
H -0.3027 0.9480 -0.5419


Entry 2:
The following is a quantum chemistry calculation of an isolated molecule of C2H3NO in a non-equilibrium geometry, from OMol25.

**Strongest force on any atom**: 1.91 eV Å⁻¹
**Total energy**: -207.875789 a.u.
**Charge**: 0
**E_HOMO**: -10.91 eV
**LUMO energy**: -0.0027 hartree
**Kohn-Sham gap**: 10.8330 eV
**Relative energy (zero: lowest compared OMol25 entry of this formula, charge and spin)**: 3.316 eV
**SMILES**: N#CCO

CARTESIAN COORDINATES (ANGSTROEM)
N 1.8655 0.7577 -0.0356
C 1.1417 -0.1345 0.0829
C -0.1889 -0.6570 0.0793
O -0.5870 1.0282 -0.3008
H -0.3840 -1.3970 -0.7180
H -0.4599 -1.1786 1.0258
H -1.3873 1.5812 -0.1336